i:
CH3NO2 | the ωB97M-V functional and the def2-TZVPD basis

```
7
CH3NO2 the ωB97M-V functional and the def2-TZVPD basis
C -3.90764 -0.99253 0.05318
N -4.52744 0.14250 -0.20591
O -4.07326 1.05675 -0.84372
O -5.80290 0.34791 0.73358
H -4.25714 -1.75428 0.69764
H 10.14352 1.78617 2.51085
H -2.97424 -1.37688 -0.40381
```

Summary:
Kohn-Sham gap (Ha): 0.1548
Total charge: -2

Mulliken population analysis, charges in e, atoms 1 to 4:
1. C -0.630
2. N 0.494
3. O -0.649
4. O -0.753

ii:
CH3NO2 | the ωB97M-V functional and the def2-TZVPD basis

```
7
CH3NO2 the ωB97M-V functional and the def2-TZVPD basis
C 7.24322 -0.73025 -2.06815
N 6.17753 -0.98096 -0.43130
O 6.71564 -1.59853 0.53076
O 5.01749 -0.47133 -0.36405
H 6.80387 0.23318 -2.08280
H -6.91820 -8.21226 2.62093
H 8.35840 -0.84408 -1.70176
```

Summary:
Kohn-Sham gap (Ha): 0.1581
Total charge: -2

Mulliken population analysis, charges in e, atoms 1 to 4:
1. C -0.339
2. N 0.378
3. O -0.531
4. O -0.524

Relative stability in kJ/mol, measured from the most stable structure: i 0.0; ii 84.6

i:
C4H8NO2S | the ωB97M-V functional and the def2-TZVPD basis

```
16
C4H8NO2S the ωB97M-V functional and the def2-TZVPD basis
C -0.78464 0.96557 1.47091
C 0.17130 -1.75195 0.65338
C 0.34355 -0.17896 -1.37997
C 0.28808 1.17795 -0.71335
N 0.93173 -1.30025 -0.55631
O -2.06769 2.72785 2.64187
O -0.81984 1.25193 0.18125
S -1.51018 1.37879 2.91660
H 0.28980 -2.79032 0.89152
H -0.92133 -1.47020 0.67028
H -0.65725 -0.47672 -1.58110
H 1.02162 -0.01262 -2.24618
H 1.08279 1.40726 -0.08538
H -0.03671 1.90915 -1.48307
H 1.71144 -0.72360 -0.16397
H 0.95734 -2.11389 -1.21648
```

Summary:
Kohn-Sham gap (spin up / spin down) (Ha): 0.2406 / 0.2801
Total charge: +1

Mulliken population analysis, charges in e, atoms 1 to 4:
1. C 0.089
2. C -0.615
3. C -0.774
4. C -0.438

ii:
C4H8NO2S | the ωB97M-V functional and the def2-TZVPD basis

```
16
C4H8NO2S the ωB97M-V functional and the def2-TZVPD basis
O 1.57425 2.25888 0.87562
C 0.85604 2.21908 -0.29342
O 0.54132 0.87762 -0.53348
C 0.00388 0.07991 0.43681
N -1.31177 -0.51869 -0.11496
C -1.17076 -2.00009 -0.33725
C -0.00578 -2.48052 0.02298
S 1.14920 -1.47573 0.81657
H 2.42913 1.66402 0.78999
H 1.43127 2.41636 -1.30885
H -0.08057 2.75596 -0.29933
H -0.06295 0.71846 1.33623
H -1.40407 0.00261 -0.99349
H -2.10599 -0.39734 0.49737
H -2.02922 -2.64262 -0.55576
H 0.18602 -3.47790 -0.33903
```

Summary:
Kohn-Sham gap (Ha): 0.3707
Total charge: +1

Mulliken population analysis, charges in e, atoms 1 to 4:
1. O -0.523
2. C -0.205
3. O -0.375
4. C -0.207

Relative stability in kJ/mol, measured from the most stable structure: i 524.9; ii 0.0

i:
C16H12IN2O8S4SbW | the ωB97M-V functional and the def2-TZVPD basis

```
45
C16H12IN2O8S4SbW the ωB97M-V functional and the def2-TZVPD basis
W 0.60939 -0.43407 -0.26509
C 2.61590 -2.01898 3.67792
C 2.19761 -0.58723 3.74534
N 2.53128 0.14554 4.77167
C 2.09289 1.43318 4.82229
C 1.31465 2.01561 3.86712
C 0.84106 3.42470 4.07527
O -0.54247 3.49709 4.44571
C 0.95268 1.25646 2.71012
C 0.15823 1.88807 1.69643
N -0.10401 1.51488 0.47819
C -0.60264 2.57571 -0.35137
C 0.09270 3.78834 -0.24608
C -0.29327 4.93859 -0.90258
C -1.40292 4.90577 -1.72861
C -2.06025 3.70199 -1.91498
C -1.66317 2.53383 -1.26698
I -2.70131 0.83332 -1.91546
C 1.41241 -0.07321 2.64338
O 1.10578 -0.88833 1.71670
H 3.17588 -2.27552 4.57458
H 3.22192 -2.19679 2.78669
H 1.74071 -2.66642 3.57781
H 2.39594 2.00457 5.69326
H 0.98954 4.03183 3.17647
H 1.42026 3.88308 4.87900
H -0.92116 2.62010 4.32495
H -0.24970 2.85625 1.97493
H 1.00172 3.78579 0.34167
H 0.28912 5.84378 -0.78586
H -1.73443 5.79027 -2.25763
H -2.89524 3.64978 -2.59917
O 1.41404 -2.00726 -3.76959
C 1.04473 -1.26414 -2.90572
O 0.31415 -1.61243 -1.83914
C 1.27098 0.27041 -2.91410
O 1.88103 0.84055 -3.78380
O 0.64219 0.81961 -1.90433
S -1.28083 -4.45097 2.64471
Sb -1.07731 -3.67601 0.51492
S -1.45694 -1.24855 0.65956
S 1.47138 -3.54724 0.33694
S 1.64751 -4.86309 -1.13318
O 2.54565 -0.60887 -0.71088
O 2.25493 0.57428 0.01971
```

Summary:
Spin multiplicity: 3
Kohn-Sham gap (spin up / spin down) (Ha): 0.2032 / 0.2092
Total charge: -2
Expectation value of S²: 2.0119

Mulliken population analysis, charges in e, atoms 1 to 4:
1. W 1.071
2. C -1.058
3. C 0.345
4. N -0.745

ii:
C16H12IN2O8S4SbW | the ωB97M-V functional and the def2-TZVPD basis

```
45
C16H12IN2O8S4SbW the ωB97M-V functional and the def2-TZVPD basis
W 0.60135 1.34550 0.19748
C -4.06117 1.60136 0.19227
C -3.53040 0.84353 1.36931
N -4.38366 0.20993 2.16671
C -3.89147 -0.47458 3.20239
C -2.54416 -0.56012 3.51250
C -2.11577 -1.39096 4.68276
O -1.49083 -0.56619 5.67558
C -1.64436 0.11695 2.69071
C -0.14988 0.15409 2.81035
N 0.44050 -0.29367 1.59262
C 1.23061 -1.41207 1.57458
C 1.00650 -2.45778 2.49999
C 1.74064 -3.62741 2.48176
C 2.73663 -3.83137 1.53507
C 2.98156 -2.81841 0.62355
C 2.26533 -1.62957 0.62735
I 1.08741 -1.85339 -3.23899
C -2.14121 0.81292 1.59692
O -1.34893 1.46117 0.76076
H -5.14612 1.66245 0.25855
H -3.79296 1.09223 -0.73875
H -3.62619 2.60041 0.13249
H -4.61732 -0.98556 3.83016
H -1.42147 -2.17382 4.36395
H -2.99784 -1.88528 5.10458
H -1.04239 -1.14637 6.29961
H 0.22613 -0.34160 3.70521
H 0.21025 -2.35548 3.22155
H 1.51504 -4.39866 3.21143
H 3.31663 -4.74557 1.52043
H 3.76612 -2.90557 -0.11770
O 3.71450 -0.67512 -1.02178
C 2.76848 -0.54863 -0.27828
O 2.44596 0.69482 0.25674
C 1.03719 -0.23662 -1.67803
O 1.33199 0.96933 -1.97074
O -0.03399 -0.26194 -0.87384
S -1.76905 4.70177 -1.09046
Sb -0.79416 2.76863 -1.94268
S 0.16012 4.21525 0.75441
S 1.59201 3.50500 -0.49534
S -0.69442 2.94060 -4.16883
O 0.18280 1.57216 2.99328
O 1.16033 1.92020 2.02888
```

Summary:
Spin multiplicity: 3
Kohn-Sham gap (spin up / spin down) (Ha): 0.1842 / 0.2393
Total charge: -2
Expectation value of S²: 2.0255

Mulliken population analysis, charges in e, atoms 1 to 4:
1. W 1.516
2. C -0.917
3. C 0.538
4. N -0.751

Relative stability in kJ/mol, measured from the most stable structure: i 0.0; ii 303.2

i:
C5H32N2O11 | the ωB97M-V functional and the def2-TZVPD basis

```
50
C5H32N2O11 the ωB97M-V functional and the def2-TZVPD basis
C 1.17865 3.59178 -0.54240
C -0.12610 3.19140 -0.18414
N -0.98755 4.18394 0.14301
C -0.40924 1.69834 -0.30694
C -1.44021 1.03380 0.59550
N -1.08640 1.67026 1.90980
C -1.24204 -0.46193 0.35469
O -2.03241 -1.28451 1.17589
H 1.74043 4.52736 -0.37211
H 1.79332 2.96678 -1.17735
H -0.55058 4.89650 0.71517
H -1.68440 3.87001 0.70480
H 0.57978 1.23407 -0.28909
H -0.57928 1.73767 -1.45642
H -2.49674 1.49139 0.53104
H -1.20690 0.85900 2.48695
H -0.06948 1.67819 1.91761
H -0.24276 -0.87813 0.57208
H -1.47160 -0.77727 -0.65194
H -2.92370 -1.45858 0.81446
O -2.32202 -1.41730 -3.05674
H -1.84569 -1.62216 -3.89985
H -2.03672 -0.61469 -2.84754
O 0.26693 2.39842 -3.79762
H -0.32141 3.10806 -3.78179
H 1.00317 2.66244 -3.08885
O 3.32705 0.91196 2.00764
H 3.02493 1.40609 1.35803
H 3.99154 1.17921 2.57465
O 1.40089 -1.67272 2.30058
H 2.01689 -2.11653 2.90447
H 0.76657 -2.40354 2.28516
O 2.68651 -1.17906 -1.35185
H 3.35823 -1.82099 -1.28278
H 2.69331 -0.93447 -0.39284
O 0.08297 -0.17734 -3.55098
H 0.85882 -0.55170 -3.07753
H 0.38159 0.76546 -3.82695
O 3.49355 -1.42913 0.80466
H 2.87911 -1.72679 1.35409
H 3.89445 -0.62742 1.26430
O -2.78966 -3.18187 -0.48211
H -2.08316 -3.32608 -1.21750
H -2.43122 -3.93451 0.03354
O -0.37232 -3.86993 0.21912
H 0.06573 -3.61866 -0.58186
H -0.77781 -2.94246 0.51473
O -1.20636 -1.08264 4.07888
H -1.56246 -1.01135 3.16674
H -0.29368 -1.44367 4.09696
```

Summary:
Kohn-Sham gap (Ha): 0.3000
Total charge: 0

Mulliken population analysis, charges in e, atoms 1 to 4:
1. C -1.516
2. C 1.164
3. N -0.577
4. C -0.353

ii:
C5H32N2O11 | the ωB97M-V functional and the def2-TZVPD basis

```
50
C5H32N2O11 the ωB97M-V functional and the def2-TZVPD basis
C -0.27738 2.25381 1.06861
C 0.07736 1.25182 -0.07090
N -1.18386 0.78442 -0.64517
C 0.75941 0.06901 0.67677
O 0.14275 -0.40722 1.62062
N 2.01752 -0.30319 0.28797
C 2.63590 0.33131 -0.85603
C 2.71212 -1.37692 0.98780
H 0.48068 3.02870 1.22476
H -1.18914 2.80324 0.80123
H -0.49313 1.74485 2.00114
H 0.56700 1.78420 -0.87412
H -1.78998 1.51055 -1.02236
H -1.79464 0.47018 0.11221
H 2.51507 1.41466 -0.96585
H 3.72916 0.25749 -0.88403
H 2.32678 -0.22548 -1.75927
H 2.99257 -1.03835 1.99302
H 3.66148 -1.66036 0.55156
H 2.06863 -2.24358 0.96025
O 0.76838 1.60716 -3.77443
H 0.56278 1.17874 -4.60262
H 1.05556 0.90486 -3.18550
O -2.10559 -1.71645 -2.16634
H -2.29380 -0.82785 -1.82412
H -2.95761 -2.02313 -2.48614
O 0.78894 3.93210 -2.28079
H 1.46490 3.28229 -2.07519
H 1.00366 4.19997 -3.18901
O -1.02468 -3.50469 -0.23115
H -0.64966 -4.36165 -0.45522
H -0.30198 -2.94429 0.01670
O -1.93052 2.97909 -2.62039
H -1.96627 3.93958 -2.59761
H -1.09407 2.67251 -2.99506
O 0.46095 -3.33446 1.99296
H 0.24991 -2.41055 1.74470
H -0.10545 -3.32121 2.77797
O 0.14619 -1.22839 -3.85151
H -0.64486 -1.35270 -4.37825
H -0.20783 -1.25372 -2.94945
O 1.38432 -0.37761 4.21491
H 0.95256 -1.21777 4.07546
H 0.72803 0.17456 4.65942
O -2.26741 -3.16026 3.34238
H -1.86335 -4.03157 3.23432
H -2.76226 -3.00843 2.53798
O -2.64912 1.80484 4.27068
H -2.20524 0.94370 4.25209
H -2.49480 2.00620 3.33497
```

Summary:
Kohn-Sham gap (Ha): 0.3605
Total charge: 0

Mulliken population analysis, charges in e, atoms 1 to 4:
1. C -1.544
2. C 2.019
3. N -0.390
4. C -0.132

Relative stability in kJ/mol, measured from the most stable structure: i 368.4; ii 0.0